Computed, not measured: C36H99CrCsN9O13S as an isolated structure in a non-equilibrium geometry, with ωB97M-V/def2-TZVPD.

```
160
Properties=species:S:1:pos:R:3
Cr -10.90374 12.41325 29.02474
Cs -5.96401 14.08883 31.65755
S -9.23769 14.46049 29.53465
O -8.83050 15.54078 28.68441
O -8.61863 14.63928 30.82304
O -10.68871 14.30740 29.63269
O -8.97839 13.14884 28.93010
C -7.94083 10.54166 24.45298
C -7.56130 11.47515 25.60199
C -7.20804 12.94027 25.15215
O -5.94312 13.17719 24.40270
C -5.80348 14.53332 23.94155
N -8.73073 11.50354 26.48380
H -7.10670 10.46526 23.75549
H -8.77110 10.91960 23.85639
H -8.17923 9.51286 24.72292
H -6.72912 11.02042 26.13937
H -7.11458 13.63204 25.98932
H -7.98494 13.39316 24.53617
H -6.69565 14.84595 23.39898
H -4.94934 14.59293 23.26702
H -5.65977 15.18466 24.80364
H -8.88768 10.57130 26.83929
H -8.47618 11.99405 27.32920
C -8.83440 16.51509 33.97260
C -8.94940 17.57131 32.85592
C -8.69072 18.97830 33.45212
O -9.59502 19.22179 34.50899
C -9.46955 20.44320 35.22416
N -7.90189 17.12116 31.90323
H -9.21422 15.55169 33.63247
H -9.46138 16.69452 34.84598
H -7.83705 16.36487 34.38593
H -9.92513 17.60402 32.37116
H -8.73873 19.70190 32.63837
H -7.69756 19.10445 33.88318
H -10.27696 20.62606 35.93322
H -9.37290 21.21772 34.46332
H -8.51000 20.38552 35.73801
H -7.86441 17.80854 31.16417
H -8.23036 16.26734 31.47520
C -4.76565 15.55901 27.50439
C -5.21980 16.88328 28.13455
C -6.18365 17.58814 27.21877
O -6.43557 18.91639 27.74629
C -7.07767 19.82004 26.87870
N -5.93039 16.44863 29.35383
H -4.24004 14.89937 28.19483
H -4.06040 15.77005 26.70052
H -5.65265 15.04410 27.13535
H -4.40063 17.55155 28.40000
H -7.17453 17.14802 27.10667
H -5.65296 17.59299 26.26669
H -7.24321 20.77401 27.37934
H -8.04739 19.42282 26.57878
H -6.37457 19.93837 26.05424
H -6.33816 17.25518 29.80472
H -6.75559 15.95905 29.03847
C -12.00573 12.37118 34.49333
C -11.70871 13.19100 33.19532
C -11.92501 14.70424 33.30406
O -13.35465 15.02179 33.21711
C -13.85766 15.42447 34.50290
N -10.36493 12.92804 32.76853
H -11.65984 11.35312 34.31440
H -13.07120 12.26219 34.69576
H -11.44211 12.67586 35.37514
H -12.40026 12.82157 32.43811
H -11.52795 15.09939 32.36902
H -11.34472 15.17440 34.09799
H -13.63384 16.47686 34.67753
H -13.39709 14.82518 35.28828
H -14.93133 15.33407 34.66767
H -10.04157 13.65602 32.14757
H -10.40931 12.14139 32.13662
C -13.21618 13.63993 25.93112
C -12.16699 12.55226 26.02412
C -11.46618 12.24984 24.66918
O -12.36173 11.75581 23.65946
C -13.05687 10.59015 23.97248
N -11.11650 13.04082 26.87059
H -12.80666 14.61177 25.65560
H -13.71378 13.85188 26.87747
H -13.98965 13.30310 25.24090
H -12.58839 11.62024 26.40075
H -10.68266 11.51536 24.85558
H -11.02616 13.19963 24.36525
H -12.34316 9.77591 24.09785
H -13.78349 10.38766 23.18563
H -13.65755 10.73304 24.87074
H -10.89262 13.94775 26.48658
H -10.28495 12.66399 26.43859
C -10.35676 16.00583 23.84669
C -9.71924 16.50975 25.18278
C -10.57679 17.52767 26.00597
O -10.49458 18.87248 25.56201
C -10.79622 19.19770 24.24798
N -9.54207 15.32066 26.01507
H -10.26229 16.74911 23.05505
H -11.41542 15.75174 23.89926
H -9.96541 15.05491 23.48515
H -8.76049 16.92722 24.87519
H -10.29284 17.46024 27.05617
H -11.64051 17.28986 25.99849
H -11.77057 18.77254 24.00718
H -9.98080 18.91674 23.58145
H -10.97376 20.24865 24.01977
H -8.70403 14.82523 25.74610
H -9.33343 15.67197 26.93873
C -11.12065 19.42355 30.15008
C -9.74452 19.83700 29.54677
C -9.10860 21.20309 29.98217
O -9.99897 22.26850 29.60667
C -10.90131 22.79826 30.56670
N -8.77379 18.75399 29.72486
H -11.04298 19.27417 31.22700
H -11.33857 18.45001 29.71094
H -11.97863 20.07462 29.98258
H -9.89213 19.87325 28.46742
H -8.12020 21.28562 29.53011
H -8.77970 21.23660 31.02082
H -10.35822 23.60452 31.05976
H -11.23736 21.98392 31.20858
H -11.81453 23.14231 30.08114
H -9.26040 17.94706 29.36128
H -7.93148 18.78413 29.16833
C -5.51159 12.28720 28.40253
C -6.05825 11.06098 29.09475
C -4.98385 10.09534 29.68995
O -4.18757 9.62034 28.62148
C -2.96328 9.01912 28.99570
N -7.00510 11.52731 30.08332
H -6.34447 12.87650 28.01891
H -4.87605 11.99965 27.56497
H -4.87620 12.86726 29.07177
H -6.61210 10.46751 28.36734
H -5.51216 9.31786 30.24177
H -4.39307 10.56965 30.47361
H -2.33094 8.97695 28.10887
H -3.03753 7.99408 29.35886
H -2.29350 9.61115 29.61939
H -7.70206 12.01044 29.53474
H -7.55241 10.72825 30.36974
C -13.67228 16.70882 28.74715
C -13.80551 16.22111 30.17475
C -15.22505 16.44281 30.64257
O -15.58030 17.81507 30.71154
C -16.55626 18.17201 31.64097
N -13.43462 14.82612 30.28672
H -14.52415 16.33438 28.17952
H -12.75584 16.52993 28.18480
H -13.90649 17.77301 28.71983
H -13.20686 16.80675 30.87241
H -15.26547 16.08085 31.66993
H -15.90368 15.83006 30.04921
H -16.18159 18.03495 32.65534
H -17.46220 17.58452 31.49183
H -16.94137 19.17902 31.48058
H -12.44667 14.84085 30.07735
H -13.51957 14.59767 31.26688
```

Calculated values
Spin multiplicity ... 6
Kohn-Sham gap (alpha / beta) ... 5.52 / 8.06 eV
Energy ... -118765.0281 eV
HOMO (alpha / beta) ... -5.7718 / -8.3172 eV